# 1
C3H9NS | ωB97M-V with the def2-TZVPD basis set

- F_max (hartree/bohr) = 0.0353
- M (Da) = 91.18
- orbital gap (eV) = 9.35
- net charge = 0
- E_LUMO (eV) = 0.96
- SMILES = C=N.CSC
- energy above the lowest of the compared OMol25 structures with the same formula, charge and spin (eV) = 1.505

Geometry (Å):
C (-1.7072, 2.9094, 0.3603)
N (-0.7010, 2.8959, -0.4231)
H (-2.6323, 2.4920, -0.0332)
H (-1.5890, 3.1744, 1.4138)
H (-0.0278, 3.5885, -0.0887)
C (0.7975, -0.4656, 1.0674)
S (1.1150, -1.7364, -0.1569)
C (-0.5593, -1.7083, -0.9147)
H (0.6463, 0.5671, 0.7651)
H (-0.0940, -0.8447, 1.5697)
H (1.5970, -0.5145, 1.8125)
H (-1.2902, -1.7051, -0.0998)
H (-0.7216, -2.5616, -1.5659)
H (-0.6804, -0.8114, -1.5230)

# 2
C4H10N2 | ωB97M-V with the def2-TZVPD basis set

- F_max (hartree/bohr) = 0.0508
- M (Da) = 86.14
- orbital gap (eV) = 9.97
- net charge = 0
- E_LUMO (eV) = 1.08
- SMILES = [H]/N=C\NCCC
- energy above the lowest of the compared OMol25 structures with the same formula, charge and spin (eV) = 1.093

Geometry (Å):
C (0.0423, -1.9687, 0.2557)
C (1.1495, -0.9471, 0.4549)
C (0.6955, 0.3440, 1.1410)
N (-0.3726, 1.0548, 0.4715)
C (-0.3710, 1.1278, -0.9133)
N (-1.2364, 0.7759, -1.7771)
H (-0.2137, -2.5371, 1.1497)
H (0.2528, -2.6856, -0.5398)
H (-0.8945, -1.5101, -0.0724)
H (1.9408, -1.3790, 1.0677)
H (1.6083, -0.7412, -0.5077)
H (1.5932, 0.9771, 1.1959)
H (0.4141, 0.0777, 2.1579)
H (-1.1251, 1.4747, 0.9857)
H (0.6441, 1.1242, -1.3238)
H (-2.1569, 0.6618, -1.3400)